1.
Below is C6H7NO3 in the gas phase, with properties calculated with ωB97M-V with the def2-TZVPD basis set.

## Properties
SMILES string ... NC(=O)C1=CCC(=O)OC1
Multiplicity ... 1

Last column: natural (NBO) charge in e.
Atoms and positions in Å:
N -2.76 -0.22 -0.82  -0.832
C -2.07 -0.02 0.31  0.620
O -2.67 0.88 0.96  -0.638
C -0.58 -0.10 0.33  -0.112
C 0.06 -1.27 0.43  -0.149
C 1.55 -1.31 0.52  -0.571
C 2.25 -0.11 -0.05  0.796
O 3.41 -0.12 -0.37  -0.564
O 1.53 1.00 -0.27  -0.481
C 0.19 1.18 0.19  -0.090
H -2.63 -1.13 -1.25  0.399
H -3.59 0.58 -0.51  0.467
H -0.46 -2.22 0.27  0.214
H 1.96 -2.20 0.03  0.254
H 1.85 -1.39 1.58  0.255
H -0.28 1.84 -0.55  0.221
H 0.22 1.72 1.15  0.212

=====

2.
Below is a molecular structure, C55H39F5N3O2P2SiTa, with properties calculated with ωB97M-V with the def2-TZVPD basis set.

## Properties
Multiplicity ... 1
Charge ... +2

Last column: Löwdin charge in e.
Atoms and positions in Å:
Ta -0.20 -0.54 -0.51  1.692
O 1.75 -4.65 1.37  -0.003
C 0.87 -3.55 1.25  -0.376
N 1.41 -1.39 0.04  -0.152
C 2.59 -1.77 -0.75  -0.376
O 2.41 -2.94 -1.54  0.032
C 3.00 -0.58 -1.54  -0.175
C 4.25 -0.42 -2.08  0.031
C 4.55 0.79 -2.69  0.000
C 3.58 1.77 -2.72  -0.006
C 2.32 1.49 -2.22  -0.129
N 2.00 0.32 -1.66  0.083
C -0.12 -3.37 2.35  -0.246
C -0.25 -4.23 3.42  0.033
C -1.24 -3.97 4.35  -0.016
C -2.04 -2.86 4.17  -0.038
C -1.82 -2.03 3.08  -0.128
N -0.89 -2.28 2.15  0.127
H 4.99 -1.21 -1.99  0.140
H 5.53 0.97 -3.12  0.129
H 3.77 2.75 -3.15  0.125
H 1.54 2.24 -2.27  0.079
H 0.42 -5.08 3.49  0.134
H -1.39 -4.63 5.20  0.125
H -2.83 -2.61 4.87  0.123
H -2.40 -1.13 2.96  0.104
C 1.68 2.43 0.93  -0.167
Si 0.16 1.40 1.28  0.623
C 0.03 0.56 2.96  -0.278
C -0.99 1.08 3.76  -0.108
C -1.24 0.63 5.05  -0.053
C -0.48 -0.40 5.56  -0.056
C 0.50 -0.98 4.76  -0.134
C 0.78 -0.53 3.47  -0.388
P 2.22 -1.52 2.82  1.220
C 1.80 -2.30 1.14  -0.392
C 0.06 -3.91 -0.01  0.004
C 0.74 -4.82 -0.69  0.049
C 2.07 -4.95 0.01  -0.174
C 3.00 -3.82 -0.53  -0.109
C 3.14 -2.64 0.42  -0.065
C 3.49 -0.21 2.57  -0.350
C 4.52 -0.16 1.62  -0.108
C 5.51 0.80 1.67  -0.069
C 5.53 1.75 2.68  -0.066
C 4.54 1.70 3.66  -0.061
C 3.55 0.74 3.60  -0.103
C -1.21 2.63 0.80  -0.288
C -1.50 3.68 1.68  -0.090
C -2.35 4.72 1.33  -0.033
C -2.93 4.74 0.07  -0.036
C -2.64 3.73 -0.83  -0.103
C -1.78 2.68 -0.48  -0.372
P -1.43 1.48 -1.81  1.036
C -0.48 2.28 -3.12  -0.402
C -0.31 3.66 -3.19  -0.067
C 0.42 4.21 -4.23  -0.042
C 0.97 3.40 -5.21  -0.046
C 0.80 2.02 -5.15  -0.054
C 0.09 1.46 -4.10  -0.151
C -3.06 1.15 -2.58  -0.337
C -3.17 0.81 -3.93  -0.065
C -4.41 0.53 -4.48  -0.049
C -5.55 0.59 -3.69  -0.045
C -5.45 0.94 -2.35  -0.049
C -4.21 1.21 -1.79  -0.106
H 1.74 3.20 1.70  0.058
H 1.54 2.94 -0.03  0.027
H 2.61 1.88 0.91  0.015
H -1.63 1.86 3.38  0.081
H -2.02 1.08 5.65  0.120
H -0.64 -0.78 6.56  0.123
H 1.08 -1.81 5.15  0.100
H -0.94 -3.56 -0.18  0.097
H 0.46 -5.32 -1.61  0.136
H 2.55 -5.92 -0.02  0.166
H 3.94 -4.22 -0.92  0.165
H 4.06 -2.52 0.98  0.133
H 4.57 -0.88 0.82  0.064
H 6.29 0.81 0.91  0.110
H 6.31 2.49 2.72  0.113
H 4.55 2.41 4.47  0.115
H 2.81 0.72 4.39  0.102
H -1.03 3.71 2.65  0.108
H -2.55 5.51 2.04  0.122
H -3.60 5.54 -0.21  0.122
H -3.09 3.76 -1.82  0.120
H -0.72 4.31 -2.42  0.105
H 0.56 5.29 -4.28  0.119
H 1.52 3.83 -6.03  0.119
H 1.23 1.38 -5.90  0.121
H 0.00 0.38 -4.03  0.109
H -2.30 0.79 -4.57  0.096
H -4.49 0.28 -5.53  0.118
H -6.52 0.39 -4.12  0.120
H -6.34 1.00 -1.73  0.123
H -4.15 1.49 -0.75  0.109
F -3.37 -0.22 0.90  0.076
C -3.36 -1.12 -0.10  -0.267
C -2.20 -1.32 -0.82  -0.242
C -2.30 -2.09 -1.96  -0.270
F -1.18 -2.21 -2.72  0.051
C -3.47 -2.71 -2.36  -0.135
F -3.53 -3.43 -3.47  0.159
C -4.60 -2.52 -1.58  -0.112
F -5.74 -3.06 -1.95  0.177
C -4.56 -1.72 -0.44  -0.149
F -5.67 -1.48 0.23  0.154

=====

Energy relative to the best compared isomer or geometry (same formula, charge and spin), respectively: 42.3, 142.0 kcal/mol.
Kohn-Sham gap, respectively: 10.232, 5.871 eV.
LUMO, respectively: 0.28, -6.93 eV.